1.
{
  "formula": "C21H44Cl2F5N2NbO6P",
  "method": "ωB97M-V/def2-TZVPD",
  "gap_ev": 6.69,
  "e_homo_ev": -4.97,
  "e_tot_ha": -3205.4563,
  "spin_multiplicity": 1,
  "charge": -1,
  "symbols": ["C", "C", "O", "P", "O", "C", "C", "Nb", "C", "C", "C", "C", "O", "C", "Cl", "C", "C", "Cl", "C", "F", "F", "C", "F", "F", "F", "O", "C", "C", "H", "H", "H", "H", "H", "H", "H", "H", "H", "H", "H", "H", "H", "H", "H", "H", "H", "H", "H", "H", "H", "H", "H", "H", "H", "H", "H", "H", "H", "H", "C", "O", "N", "C", "C", "H", "H", "H", "H", "H", "H", "H", "C", "O", "N", "C", "C", "H", "H", "H", "H", "H", "H", "H"],
  "xyz": [[6.07028, -1.84702, 1.27480], [5.96358, -1.99241, -0.23635], [5.00530, -1.04279, -0.72436], [5.14721, -0.63293, -2.26790], [6.13333, -1.43770, -2.98604], [3.56205, -0.80746, -3.10269], [2.33314, -0.25623, -2.30158], [0.65719, -1.76971, -1.98070], [2.12017, -3.33508, -1.27417], [1.75275, -4.81248, -1.68612], [-1.10856, -3.06979, -1.42857], [-1.00988, -3.79951, -0.07235], [-1.32732, -5.18465, -0.26787], [0.37827, -0.78823, 0.08264], [1.87558, -0.91128, 1.09314], [-0.03935, 0.71131, -0.07632], [-1.56051, 0.75852, -0.27487], [0.32618, 1.67363, 1.42078], [0.67744, -2.47839, -4.19089], [-0.45084, -3.15870, -4.53644], [1.70188, -3.35323, -4.45538], [0.81859, -1.36886, -5.30984], [0.50075, -0.16847, -4.91351], [2.01977, -1.36911, -5.83610], [0.00157, -1.63940, -6.33921], [5.61674, 0.91200, -2.30617], [6.98412, 1.12042, -1.99155], [7.18344, 2.20970, -0.95854], [5.10917, -1.66757, 1.73375], [6.54389, -2.75436, 1.63788], [6.77102, -1.04111, 1.46446], [6.95746, -1.84418, -0.63710], [5.63804, -2.98743, -0.51814], [3.52841, -1.85661, -3.37703], [3.66968, -0.22540, -4.00988], [1.97762, 0.62763, -2.82930], [2.71089, 0.13767, -1.35952], [-0.58380, -0.52960, -2.55096], [2.24542, -3.36710, -0.19459], [3.12869, -3.18120, -1.66151], [1.70797, -5.44401, -0.80524], [0.83664, -4.88462, -2.26108], [2.54185, -5.22838, -2.30515], [-1.36504, -3.81849, -2.17831], [-1.96787, -2.40163, -1.36781], [-1.78659, -3.39683, 0.57924], [-0.05011, -3.66781, 0.42202], [-0.77519, -5.73584, 0.29834], [-0.42886, -1.21737, 0.66349], [0.40046, 1.15884, -0.95640], [-1.96377, 1.66949, 0.14795], [-2.06637, -0.07266, 0.19717], [-1.79433, 0.72801, -1.32970], [7.53138, 1.38326, -2.89251], [7.48007, 0.23044, -1.62364], [6.85049, 1.85796, 0.01265], [6.76470, 3.16778, -1.24103], [8.25898, 2.35664, -0.87157], [-5.46553, 0.88939, 0.66393], [-4.31348, 0.51857, 0.75135], [-5.90642, 2.12076, 0.99001], [-7.29522, 2.49750, 0.85600], [-4.94786, 3.10056, 1.49283], [-6.27009, 0.22563, 0.29485], [-7.38654, 3.34096, 0.16651], [-7.69597, 2.79000, 1.83060], [-7.87882, 1.66297, 0.47098], [-4.17425, 3.26443, 0.73907], [-4.47821, 2.72224, 2.39582], [-5.45300, 4.03926, 1.70952], [-4.64347, 4.38024, 4.82411], [-4.34482, 3.39287, 4.18326], [-5.55653, 4.40486, 5.81628], [-5.87147, 5.61655, 6.54518], [-6.24237, 3.17055, 6.16029], [-4.17762, 5.36381, 4.63792], [-5.65554, 5.47664, 7.60664], [-6.93043, 5.85666, 6.42543], [-5.27698, 6.44730, 6.17100], [-5.51530, 2.41694, 6.46434], [-6.78187, 2.79294, 5.29084], [-6.94201, 3.35071, 6.97281]],
  "atomic_forces_ev_per_a": [[0.445, -0.094, -0.800], [-0.251, -0.250, 0.878], [0.268, 0.452, -0.421], [-0.283, -0.198, -1.035], [1.103, -0.911, -0.224], [-0.389, 1.144, 1.131], [0.149, 0.014, 0.034], [1.490, -1.512, 1.139], [-0.251, -1.243, -0.577], [0.450, 0.608, -0.093], [0.175, 0.600, 0.942], [-0.680, 0.131, -0.444], [0.242, -0.432, 0.105], [-0.399, 1.872, -0.531], [0.005, -0.436, -0.291], [-0.937, -1.302, 0.196], [0.277, 0.220, -0.049], [0.099, 0.348, -0.188], [-0.162, 1.481, -0.845], [-0.584, -0.381, 0.172], [0.420, -0.354, 0.210], [-0.967, -1.885, -0.129], [0.020, 1.399, 0.618], [1.661, 0.447, -0.159], [-0.680, -0.201, -0.627], [-0.873, -0.195, 0.440], [0.654, 0.664, 0.136], [0.402, -0.372, -0.039], [-0.170, -0.042, 0.193], [-0.119, -0.175, 0.337], [-0.149, 0.355, 0.379], [0.051, 0.130, -0.513], [-0.151, -0.172, -0.091], [0.025, -0.186, -0.029], [0.171, -0.072, -0.364], [-0.241, 0.081, -0.095], [-0.183, -0.059, 0.336], [-0.029, -0.148, -0.261], [-0.100, 0.489, 0.226], [0.125, 0.414, -0.022], [-0.338, -0.194, 0.133], [-0.257, -0.205, 0.091], [0.110, -0.078, -0.216], [0.283, 0.017, -0.307], [-0.192, 0.062, -0.160], [0.114, 0.177, 0.304], [0.219, -0.204, 0.040], [-0.055, 0.237, -0.078], [0.151, -0.396, 0.276], [0.672, 0.429, 0.313], [-0.100, 0.142, 0.040], [-0.048, -0.111, 0.193], [-0.066, -0.048, -0.242], [-0.173, 0.034, -0.370], [-0.168, -0.446, 0.041], [-0.380, 0.274, 0.147], [-0.383, 0.041, 0.051], [0.207, 0.060, 0.034], [0.043, -0.179, -0.047], [-0.259, 0.065, 0.085], [-0.245, 0.138, -0.053], [0.298, 0.091, 0.071], [0.196, -0.540, -0.414], [-0.015, 0.045, 0.016], [-0.138, 0.001, 0.019], [-0.120, 0.029, -0.057], [0.030, -0.025, -0.003], [-0.004, 0.087, 0.034], [-0.036, 0.110, -0.376], [-0.090, -0.048, 0.004], [0.180, 0.020, -0.074], [-0.001, 0.209, 0.819], [-0.079, 0.169, 0.080], [-0.083, -0.299, -0.012], [0.171, -0.009, -0.164], [-0.021, -0.010, 0.034], [-0.031, 0.122, 0.022], [0.018, 0.106, 0.069], [0.026, -0.028, -0.033], [-0.070, -0.062, -0.007], [-0.016, -0.080, 0.051], [0.015, 0.067, 0.003]]
}


2.
{
  "formula": "C21H44Cl2NO21P2S5",
  "method": "ωB97M-V/def2-TZVPD",
  "gap_ev": 6.12,
  "e_homo_ev": -4.55,
  "e_tot_ha": -6055.4218,
  "e_above_lowest_kcal_mol": 0.00,
  "spin_multiplicity": 1,
  "charge": -1,
  "symbols": ["C", "C", "C", "C", "C", "C", "O", "P", "C", "Cl", "C", "C", "Cl", "P", "O", "O", "S", "O", "C", "C", "C", "C", "N", "O", "H", "H", "H", "H", "H", "H", "H", "H", "H", "H", "H", "H", "H", "H", "H", "H", "H", "H", "H", "H", "H", "H", "H", "H", "H", "H", "H", "H", "C", "C", "O", "S", "O", "O", "O", "H", "H", "H", "H", "C", "C", "O", "S", "O", "O", "O", "H", "H", "H", "H", "C", "C", "O", "S", "O", "O", "O", "H", "H", "H", "H", "C", "C", "O", "S", "O", "O", "O", "H", "H", "H", "H"],
  "xyz": [[-1.00759, -1.61812, 1.05701], [0.14562, -1.87745, 0.08295], [0.85543, -3.20851, 0.36261], [1.16112, -0.69477, -0.06568], [1.49440, -0.12059, 1.31242], [0.46129, 0.31385, -0.98214], [1.08716, 1.56245, -1.23420], [2.36811, 1.75677, -2.32070], [1.25796, 2.26151, -3.86734], [0.83346, 4.01458, -3.70946], [-0.03507, 1.53104, -4.22870], [0.11161, 0.08199, -4.66061], [-1.45465, 1.78202, -3.13680], [3.94866, 1.66941, -0.61191], [4.48962, 0.19095, -0.21430], [3.28038, 2.37271, 0.71235], [5.58965, 2.73007, -0.95574], [3.72449, 2.11722, -3.32536], [4.32983, 1.03268, -3.95065], [3.45836, -0.21753, -3.67322], [4.26040, -1.45157, -3.19975], [3.70951, -2.71649, -3.80746], [2.62787, -3.25166, -3.44080], [2.46273, 0.13355, -2.74057], [-1.40271, -0.60351, 1.01555], [-0.70093, -1.86267, 2.07694], [-1.82856, -2.29224, 0.79697], [-0.30395, -1.98054, -0.91429], [1.15236, -3.68243, -0.57634], [1.73849, -3.09050, 0.99468], [0.15116, -3.89910, 0.83576], [2.01723, -1.14004, -0.57952], [1.28329, -0.78417, 2.15104], [2.57205, 0.05067, 1.34342], [1.05614, 0.86881, 1.44153], [-0.45229, 0.58237, -0.43336], [0.06570, -0.17962, -1.87156], [2.34555, 3.12780, -1.94196], [1.89393, 2.23775, -4.75077], [-0.40125, 2.02629, -5.13358], [0.92297, 0.06562, -5.39827], [0.40287, -0.60537, -3.86900], [-0.77102, -0.27277, -5.18685], [5.40040, 0.26221, 0.10756], [2.77412, 3.13182, 0.38856], [5.35375, 0.87347, -3.59428], [4.31087, 1.22165, -5.03240], [2.91026, -0.52959, -4.57068], [5.30815, -1.31775, -3.48053], [4.19186, -1.47682, -2.11017], [4.26553, -3.16467, -4.63238], [2.20987, -2.70576, -2.68284], [2.55319, 1.80815, 5.52168], [2.35054, 2.75542, 4.36065], [1.05548, 2.41999, 3.85423], [0.10726, 1.94458, 5.05371], [-0.68876, 3.03825, 5.47913], [-0.45265, 0.68508, 4.71869], [1.26428, 1.71934, 6.14461], [2.83992, 0.81195, 5.17870], [3.28673, 2.17259, 6.23626], [3.09595, 2.63701, 3.57719], [2.33120, 3.79598, 4.69395], [-5.16342, -0.99046, -6.82532], [-4.60385, -2.36835, -6.53834], [-3.62880, -2.57232, -7.57059], [-2.94798, -1.17392, -7.95192], [-1.72973, -1.04318, -7.24242], [-3.02030, -1.01145, -9.35910], [-4.03073, -0.22718, -7.25044], [-5.88961, -1.01471, -7.64103], [-5.61404, -0.53007, -5.95032], [-5.35952, -3.14764, -6.57924], [-4.09596, -2.40263, -5.57243], [-6.12983, -3.98973, 0.93183], [-5.71996, -5.43543, 1.12375], [-4.77071, -5.67572, 0.07941], [-3.94493, -4.32943, -0.21688], [-2.71778, -4.39216, 0.48434], [-4.00696, -4.07206, -1.60869], [-4.92326, -3.32236, 0.55242], [-6.85318, -3.88373, 0.12041], [-6.53181, -3.54321, 1.83730], [-6.55441, -6.12578, 1.03635], [-5.22111, -5.58464, 2.08387], [-0.29572, 5.22187, 10.64780], [-1.72894, 4.73629, 10.71534], [-2.01982, 4.30317, 9.38559], [-0.69221, 3.70505, 8.70174], [-0.70025, 2.29385, 8.83914], [-0.50797, 4.33583, 7.45272], [0.35533, 4.29787, 9.77405], [-0.23164, 6.21954, 10.20774], [0.19191, 5.22144, 11.61938], [-2.42473, 5.51565, 11.01411], [-1.82830, 3.88051, 11.38745]],
  "atomic_forces_ev_per_a": [[0.018, -0.444, -0.080], [0.130, 0.349, -0.699], [-0.426, -0.020, -0.042], [-1.096, -0.834, 0.011], [1.296, 0.279, -0.433], [-0.767, 0.316, 0.903], [0.551, -1.096, -0.379], [-0.524, 1.603, -0.841], [-0.644, -0.300, 1.011], [0.118, 0.010, -0.107], [-0.353, 0.224, -1.268], [0.521, -0.088, 0.016], [0.158, -0.173, 0.184], [1.211, 1.077, -0.633], [-0.563, -0.374, 0.670], [-0.180, -0.550, 0.268], [0.129, -0.126, 0.064], [0.106, -0.341, 0.151], [-0.674, 0.009, -0.076], [-0.126, -0.329, -0.231], [0.045, 0.270, -0.211], [0.078, 0.432, 0.549], [-0.287, -0.375, -0.191], [0.131, -0.102, 0.367], [0.176, 0.063, 0.084], [-0.107, 0.214, 0.057], [0.135, 0.113, 0.173], [-0.080, -0.080, 0.078], [0.220, 0.071, 0.065], [-0.071, 0.008, 0.078], [0.150, -0.043, 0.098], [0.248, 0.317, 0.184], [-0.346, 0.011, -0.087], [-0.066, 0.072, 0.189], [-0.258, -0.173, 0.224], [0.048, 0.157, -0.092], [0.522, 0.083, -0.222], [0.360, -0.125, 0.180], [-0.043, -0.211, -0.006], [0.044, 0.125, 0.113], [-0.030, -0.051, 0.024], [-0.137, 0.065, 0.062], [-0.106, 0.059, 0.229], [-0.022, 0.197, -0.095], [-0.088, -0.124, 0.043], [0.014, 0.184, -0.003], [0.404, -0.112, 0.005], [0.202, 0.222, -0.182], [0.004, -0.048, 0.051], [0.090, -0.060, -0.020], [-0.036, -0.108, -0.036], [0.015, -0.030, 0.057], [0.147, -0.324, -0.191], [0.222, 0.398, 0.058], [-0.125, -0.375, 0.153], [0.383, 0.109, -0.164], [-0.244, -0.663, -0.691], [-0.190, 0.069, -0.046], [0.008, 0.272, -0.037], [0.017, 0.022, -0.032], [-0.161, 0.037, 0.141], [-0.191, -0.105, -0.166], [0.023, -0.016, 0.026], [-0.307, -0.119, -0.198], [0.152, 0.062, 0.456], [-0.250, 0.125, -0.250], [-0.163, -0.049, 0.256], [0.126, 0.090, -0.234], [0.123, -0.072, -0.031], [0.094, -0.101, 0.106], [-0.007, -0.025, 0.015], [0.181, 0.138, 0.017], [0.099, -0.081, -0.201], [-0.041, 0.020, 0.015], [-0.317, -0.059, -0.222], [0.154, 0.007, 0.395], [-0.296, 0.190, -0.182], [-0.124, -0.168, 0.057], [0.078, 0.024, -0.095], [0.094, -0.050, -0.043], [0.125, -0.158, 0.166], [-0.014, -0.026, 0.017], [0.181, 0.121, 0.016], [0.080, -0.067, -0.196], [-0.043, 0.024, 0.020], [-0.050, 0.368, -0.100], [0.027, -0.297, 0.292], [0.151, 0.248, -0.087], [-0.053, 0.039, 0.072], [0.097, -0.009, -0.037], [0.045, 0.488, 0.747], [-0.154, -0.199, 0.124], [-0.037, 0.008, 0.027], [0.117, -0.154, -0.063], [-0.076, 0.006, -0.202], [0.023, 0.036, 0.040]]
}


Which formula does entry 2 have?
C21H44Cl2NO21P2S5